[1]
Formula: C24H48Cl24
Source: OMol25
Level of theory: wB97M-V/def2-TZVPD

```
96
Properties=species:S:1:pos:R:3:forces:R:3
Cl 2.3870 6.2369 1.0502 -1.3536 -1.1120 -0.3235
C 1.0146 5.1714 0.4788 1.0746 0.4608 -0.1349
C 0.6403 5.5229 -0.9659 -1.4820 -0.1919 0.2224
Cl 0.1557 7.1886 -1.1846 0.4756 -0.2746 -0.0285
H 0.1332 5.2806 1.1108 0.0445 0.5463 0.2781
H 1.2534 4.1081 0.4988 0.6237 0.1385 0.0040
H -0.2195 4.9270 -1.2721 -0.1856 -0.0799 0.0221
H 1.4027 5.2219 -1.6844 0.7502 0.2377 -0.1152
Cl -2.0573 2.2201 5.3876 -0.4958 -0.0787 0.2274
C -0.3352 2.0736 5.1081 0.6757 0.5470 -0.8772
C 0.0592 2.8346 3.7851 -0.1082 -0.8472 1.5697
Cl -0.4967 4.5215 3.6659 -0.0388 0.0629 0.0863
H -0.0526 1.0333 4.9467 -0.3020 -0.1056 -0.1781
H 0.1943 2.3503 6.0198 -0.0320 0.5738 -0.2639
H -0.4283 2.2869 2.9786 0.3890 0.1897 -0.1384
H 1.1485 2.8664 3.7652 -0.1127 -0.2017 -0.4695
Cl 1.1140 -1.2077 -5.1113 0.7167 0.5666 -0.0169
C 0.6624 -2.7254 -4.3350 -0.1108 -1.6018 -0.7715
C 1.8792 -3.6912 -4.0612 -0.3581 1.9179 0.3744
Cl 2.6381 -4.2316 -5.5571 -0.0635 -0.0994 -0.3103
H 0.0376 -3.1711 -5.1090 -0.1542 -0.2777 0.4400
H 0.0381 -2.4148 -3.4972 0.3961 -0.6509 0.2173
H 1.7010 -4.5722 -3.4446 -0.5354 0.2603 -0.0909
H 2.6138 -3.0532 -3.5699 0.2104 -0.2643 0.1824
Cl -3.1936 1.6200 -3.7932 0.1213 -0.5235 -0.1946
C -1.7846 0.7135 -4.5317 -0.4454 0.6646 0.9834
C -0.8744 1.7422 -5.1022 0.6818 0.8001 -0.5543
Cl -0.1406 2.8486 -3.8290 -0.3499 -0.5577 -0.5283
H -2.1758 0.0578 -5.3096 0.1071 -0.0478 0.1979
H -1.3270 0.2000 -3.6862 -0.0304 -0.2660 -0.3306
H -1.4172 2.3643 -5.8138 0.0497 0.2101 0.2548
H -0.0193 1.3359 -5.6424 -0.0627 -0.2539 0.2509
Cl 2.9474 3.0625 -2.1534 0.2098 0.4350 0.6087
C 3.2754 1.7253 -3.2559 -0.7148 -0.4479 -1.8179
C 3.4617 2.3231 -4.6961 0.4197 -0.3228 0.8787
Cl 3.6034 1.0329 -5.9491 0.0075 0.4879 0.6275
H 2.4144 1.0603 -3.1884 -0.0799 0.1185 -0.1716
H 4.1310 1.1392 -2.9205 0.2021 0.4464 0.0294
H 4.3818 2.9062 -4.6581 0.0895 -0.1771 -0.3412
H 2.6709 3.0063 -5.0058 -0.1820 -0.3456 0.2719
Cl 6.0027 -1.9123 -2.3787 0.2503 0.0404 -0.6121
C 5.1949 -2.3992 -0.9128 -1.7257 1.0028 1.0574
C 3.8579 -1.5920 -0.7274 0.3811 -1.0650 -0.1580
Cl 4.1567 0.0827 -0.2830 0.2922 0.7346 -0.1220
H 5.8333 -2.1235 -0.0735 0.0829 -0.3788 -0.0500
H 4.9539 -3.4622 -0.9199 0.2227 0.0636 -0.0932
H 3.2329 -1.9529 0.0894 0.2605 -0.4881 0.0559
H 3.2290 -1.6178 -1.6173 0.2766 0.0970 -0.0890
Cl -4.1432 2.2586 1.9789 -0.3473 0.3496 -0.1390
C -4.7022 3.2669 0.5726 0.6659 -0.3199 -0.1031
C -3.5499 4.2088 0.2520 -0.4193 -0.4312 0.6220
Cl -4.0594 5.2597 -1.1008 0.4422 -0.0835 0.1222
H -5.5857 3.8668 0.7908 -0.0331 -0.4497 0.3159
H -4.8865 2.5347 -0.2134 -0.1073 0.3291 -0.0529
H -2.6406 3.6402 0.0572 -0.1548 0.2117 -0.4756
H -3.3796 4.7925 1.1566 0.0462 0.3642 -0.2595
Cl 2.3464 -0.4938 2.7423 -0.1138 0.1710 0.6434
C 4.0551 -0.8641 3.1405 -0.5821 -1.4457 0.1848
C 4.2824 -1.5493 4.4947 1.1755 1.4516 0.2780
Cl 4.3931 -0.2871 5.8221 -0.4140 -0.6791 -0.4645
H 4.6229 0.0474 2.9539 0.0960 -0.3447 0.3129
H 4.2782 -1.6544 2.4238 0.3675 0.3181 -0.2756
H 5.3010 -1.9341 4.4454 0.0452 -0.0032 -0.0183
H 3.6730 -2.3956 4.8118 -0.5166 0.5146 -0.3166
Cl -0.6548 -3.9203 0.7054 -0.0885 -0.2081 0.0217
C -1.9483 -4.3452 1.8842 -0.0600 0.1030 0.4312
C -1.4744 -5.3111 2.9612 -0.0940 0.2823 -0.2300
Cl -0.1875 -4.5521 3.9771 -0.2669 -0.5474 -0.4597
H -2.7698 -4.7946 1.3263 0.0963 0.0410 -0.0258
H -2.2706 -3.3916 2.3025 0.0014 -0.1928 0.0502
H -1.1871 -6.2521 2.4920 0.6887 0.1554 0.2008
H -2.2853 -5.5740 3.6405 -0.0336 0.2965 -0.1158
Cl -0.5066 2.0831 0.0029 -0.2246 0.3637 -0.1523
C -0.6950 0.4161 0.6381 1.4195 -0.2140 -0.4927
C 0.5574 -0.3683 0.1716 -0.4207 0.1421 0.7890
Cl 0.5904 -0.6462 -1.5840 -0.1923 -0.0330 -0.0620
H -1.6331 0.0137 0.2558 0.1278 -0.0113 0.1744
H -0.6799 0.5315 1.7219 -0.2107 -0.3597 -0.1061
H 0.6297 -1.3135 0.7096 -0.3862 -0.2113 -0.3309
H 1.4927 0.1389 0.4083 -0.3588 0.3408 -0.1191
Cl -1.9126 -0.9008 4.0445 0.3684 -0.1313 -0.2993
C -3.6515 -1.0865 4.3730 -0.3912 -0.4389 -0.7561
C -3.8648 -2.0631 5.4922 1.1322 0.5263 0.7040
Cl -3.5269 -3.7562 5.0325 -0.5525 0.2674 -0.0292
H -4.0896 -1.5066 3.4676 -0.1188 0.4673 -0.1235
H -4.0302 -0.0909 4.6046 -0.1023 -0.1739 0.0031
H -4.8349 -1.9287 5.9706 0.0506 -0.3779 -0.1602
H -3.0468 -1.8282 6.1732 -0.4663 -0.1321 0.5954
Cl -3.8037 -2.3136 -0.1592 0.1140 0.7060 0.6606
C -3.5870 -3.1237 -1.6981 0.2283 -0.0340 -1.2026
C -2.9574 -2.1775 -2.7439 0.4155 -0.2773 0.1882
Cl -2.7325 -2.9903 -4.3715 -0.5276 0.3912 0.9029
H -4.5885 -3.4798 -1.9396 0.3468 -0.1290 -0.4289
H -2.8682 -3.9300 -1.5525 -0.3474 -0.1821 0.0541
H -1.9415 -1.9637 -2.4119 -0.0037 0.0034 0.0536
H -3.4444 -1.2102 -2.8679 -0.3813 -0.3273 -0.1678
```
Forces are in eV/Å.

charge	+1
LUMO (alpha / beta)	-2.2004 / -9.9448	eV
Kohn-Sham gap (alpha / beta)	10.19 / 2.44	eV
multiplicity	2

In elementary charge units, the Löwdin charges are: atom 1 (Cl): 0.69, atom 2 (C): -0.58, atom 3 (C): -0.63, atom 4 (Cl): 0.85, atom 5 (H): 0.04, atom 6 (H): 0.04, atom 7 (H): 0.06, atom 8 (H): 0.06, atom 9 (Cl): 0.57, atom 10 (C): -0.65, atom 11 (C): -0.63, atom 12 (Cl): 0.58, atom 13 (H): 0.03, atom 14 (H): 0.08, atom 15 (H): 0.02, atom 16 (H): 0.07, atom 17 (Cl): 0.58, atom 18 (C): -0.68, atom 19 (C): -0.64, atom 20 (Cl): 0.58, atom 21 (H): 0.02, atom 22 (H): -0.02, atom 23 (H): 0.07, atom 24 (H): 0.03, atom 25 (Cl): 0.52, atom 26 (C): -0.63, atom 27 (C): -0.61, atom 28 (Cl): 0.52, atom 29 (H): 0.08, atom 30 (H): 0.02, atom 31 (H): 0.07, atom 32 (H): 0.04, atom 33 (Cl): 0.62, atom 34 (C): -0.66, atom 35 (C): -0.63, atom 36 (Cl): 0.54, atom 37 (H): 0.01, atom 38 (H): 0.05, atom 39 (H): 0.07, atom 40 (H): 0.04, atom 41 (Cl): 0.59, atom 42 (C): -0.66, atom 43 (C): -0.66, atom 44 (Cl): 0.61, atom 45 (H): 0.06, atom 46 (H): 0.08, atom 47 (H): 0.05, atom 48 (H): 0.02, atom 49 (Cl): 0.53, atom 50 (C): -0.62, atom 51 (C): -0.70, atom 52 (Cl): 0.56, atom 53 (H): 0.08, atom 54 (H): 0.07, atom 55 (H): -0.01, atom 56 (H): 0.06, atom 57 (Cl): 0.59, atom 58 (C): -0.64, atom 59 (C): -0.58, atom 60 (Cl): 0.50, atom 61 (H): 0.07, atom 62 (H): 0.05, atom 63 (H): 0.07, atom 64 (H): 0.08, atom 65 (Cl): 0.53, atom 66 (C): -0.67, atom 67 (C): -0.65, atom 68 (Cl): 0.51, atom 69 (H): 0.07, atom 70 (H): 0.01, atom 71 (H): 0.08, atom 72 (H): 0.02, atom 73 (Cl): 0.60, atom 74 (C): -0.56, atom 75 (C): -0.70, atom 76 (Cl): 0.64, atom 77 (H): 0.06, atom 78 (H): 0.02, atom 79 (H): 0.01, atom 80 (H): -0.03, atom 81 (Cl): 0.58, atom 82 (C): -0.63, atom 83 (C): -0.63, atom 84 (Cl): 0.61, atom 85 (H): 0.06, atom 86 (H): 0.06, atom 87 (H): 0.09, atom 88 (H): 0.06, atom 89 (Cl): 0.60, atom 90 (C): -0.65, atom 91 (C): -0.60, atom 92 (Cl): 0.56, atom 93 (H): 0.07, atom 94 (H): 0.06, atom 95 (H): 0.01, atom 96 (H): 0.04

---

[2]
Formula: C24H48O24
Source: OMol25
Level of theory: wB97M-V/def2-TZVPD

```
96
Properties=species:S:1:pos:R:3:forces:R:3
C 2.8323 -4.7678 10.7065 0.5419 0.3396 1.0591
O 2.6276 -3.4888 10.1081 -0.6193 0.3084 -2.3190
C 2.7277 -3.3874 8.7483 2.4114 -2.2702 -2.4394
O 3.1696 -4.2343 7.9200 -1.5426 1.9524 3.3722
O 2.4347 -2.1605 8.3441 -1.3685 -0.2159 3.2427
C 2.9848 -1.6101 7.2201 0.2771 0.1640 -2.2411
H 1.9106 -5.1929 11.1038 -0.2855 -0.1642 -0.8758
H 3.3417 -4.5067 11.6341 0.4931 -0.1744 -0.1205
H 3.4521 -5.4194 10.0907 -0.3718 -0.0070 0.0058
H 2.3669 -0.7535 6.9508 0.2430 0.1554 0.2763
H 2.9094 -2.2910 6.3722 0.2438 -0.1596 0.0047
H 4.0270 -1.3311 7.3750 -0.0265 0.0740 0.0295
C -3.8808 6.0155 -6.8874 -1.1185 -0.4543 -0.8314
O -2.5735 6.5771 -6.8310 0.4779 0.7910 0.6367
C -2.3755 7.8820 -7.1831 -0.9551 -0.9477 -0.1902
O -3.2763 8.6432 -7.4049 0.4831 0.3529 0.0815
O -1.0554 8.0871 -7.2890 -0.1131 0.7007 -0.1114
C -0.5839 9.4278 -7.5603 0.2084 1.0740 0.3588
H -4.6311 6.6179 -7.3994 0.7343 0.1415 -1.0837
H -4.5330 5.8232 -6.0355 1.3189 0.3306 1.4868
H -3.7178 5.0207 -7.3020 -0.2415 0.2462 -0.4544
H -1.2669 10.2573 -7.3774 -0.7569 -0.6413 0.3018
H -0.2452 9.6460 -8.5731 -0.0902 -1.0196 -0.2586
H 0.2570 9.6512 -6.9037 0.0492 -0.5750 0.0626
C 8.6203 -4.8103 -2.4813 -1.0045 0.8462 -0.4162
O 7.5595 -5.5222 -3.1811 1.0261 -0.7301 0.2396
C 6.6611 -4.9109 -3.9210 -2.6282 3.5099 0.6744
O 6.5630 -3.6546 -4.1108 0.4559 -4.9223 0.1569
O 5.6888 -5.8803 -4.1804 0.5089 1.0534 -0.1317
C 4.3858 -5.4738 -4.7011 0.8657 1.1444 -0.4475
H 8.1701 -3.9430 -1.9985 0.0716 0.1917 -0.2250
H 9.3768 -4.4878 -3.1967 0.0197 -0.1238 0.1778
H 9.0166 -5.4181 -1.6679 -0.1306 -0.4728 -0.5717
H 4.4666 -5.3091 -5.7755 0.0753 -0.0744 -0.0317
H 4.0944 -4.5176 -4.2665 0.0535 -0.0739 0.1505
H 3.5929 -6.2035 -4.5367 0.6843 -0.3498 0.4333
C -1.0332 0.6678 -2.0115 0.6772 0.3728 -0.7175
O -0.0470 -0.1097 -1.3098 0.5551 0.0726 0.9636
C 1.2146 0.3409 -1.2298 1.8249 -0.2667 -0.3717
O 1.7166 1.2085 -1.9408 -0.9290 -1.8948 2.0719
O 1.8937 -0.4703 -0.2290 -3.6898 1.6903 -2.0913
C 3.2699 -0.4587 -0.1241 1.4133 -0.1340 -0.2267
H -2.0173 0.2456 -1.8075 0.3269 -0.0105 0.2308
H -0.8326 0.6292 -3.0822 -0.0224 -0.2257 -0.0456
H -0.9712 1.7270 -1.7621 -0.0671 -0.1160 0.3985
H 3.5189 -1.0081 0.7837 -0.1630 0.2547 0.1773
H 3.6995 0.5425 -0.0886 -0.0333 0.0068 -0.0670
H 3.7212 -1.0466 -0.9233 0.1093 0.2459 -0.3149
C -8.8710 0.1219 -4.9168 0.9146 -0.3261 -0.9702
O -10.0978 -0.0115 -5.6528 -0.8320 -0.0678 1.4453
C -10.2686 0.4751 -6.8556 0.1648 0.3675 -1.8344
O -9.4220 1.0862 -7.4873 -1.4422 -0.6239 0.4181
O -11.5414 0.1056 -7.2979 2.4567 -0.0986 0.8378
C -11.8390 0.3686 -8.6749 -1.1927 1.1138 0.8051
H -8.8121 0.8557 -4.1130 -1.0688 -0.0035 0.0244
H -8.0590 0.4256 -5.5776 -0.0849 -0.2688 -0.2875
H -8.6902 -0.8870 -4.5459 0.1186 0.2463 0.1733
H -12.2029 1.3959 -8.6570 0.5939 0.3764 -0.6895
H -12.7776 -0.1544 -8.8584 0.4686 -0.6548 -0.2224
H -11.0366 0.1867 -9.3899 -0.0960 -0.0600 0.3019
C -2.8781 -0.7875 4.0225 1.3020 -0.5662 -0.2943
O -2.4082 0.4651 3.4501 -0.0236 -0.5856 0.3025
C -3.1852 1.5239 3.5553 -2.9177 1.1014 1.0785
O -4.3408 1.5345 3.9985 2.3243 -0.0596 -0.9506
O -2.5189 2.6075 3.1195 1.7377 -2.0106 0.0830
C -3.0817 3.8528 2.9474 -2.1402 1.0418 -0.1809
H -3.7866 -1.1982 3.5819 -0.1381 0.6388 0.1921
H -2.8275 -0.8330 5.1104 -0.7107 0.7749 0.0205
H -2.0722 -1.4796 3.7785 -0.0084 0.0388 -0.4595
H -2.9629 4.1858 1.9163 0.3020 -0.1315 0.0010
H -2.7077 4.6270 3.6173 0.4115 -0.3675 0.1356
H -4.1547 3.7759 3.1233 -0.1309 0.1305 0.0651
C 2.0016 -7.8388 1.8864 0.1148 0.1913 -0.2695
O 2.7749 -9.0618 1.6942 -1.1928 0.0386 0.7391
C 2.1545 -10.0089 0.9615 -0.9113 1.3368 -3.1610
O 1.4563 -9.7355 -0.0377 1.3151 -1.3473 2.7506
O 2.5503 -11.2018 1.3700 -0.0165 0.0753 0.8417
C 2.1924 -12.3907 0.6762 0.0815 -0.0686 -1.0255
H 2.6754 -6.9980 1.7211 -0.0858 -0.1506 -0.2268
H 1.6001 -7.7252 2.8934 0.3911 -0.6090 0.2699
H 1.1310 -7.7990 1.2318 0.4034 -0.0668 -0.3283
H 1.1401 -12.6671 0.7422 -0.0389 0.3722 0.2944
H 2.8020 -13.2016 1.0748 -0.0238 0.2865 0.1572
H 2.4311 -12.2615 -0.3794 -0.0350 -0.0551 -0.0428
C 3.0272 6.9006 3.5444 -0.3126 0.2832 0.4773
O 3.5968 7.5384 4.7184 0.1162 0.0647 0.0022
C 2.9370 8.5907 5.2900 -1.3049 -0.6764 -1.3679
O 1.8368 9.0070 4.9766 1.1896 -0.4718 0.3097
O 3.7121 9.0495 6.2398 1.9902 -0.6250 0.4709
C 3.2688 10.0125 7.1520 -1.8770 0.7409 0.2421
H 3.6437 6.1109 3.1149 0.9651 0.4755 0.5516
H 2.9000 7.6745 2.7875 -0.6297 -0.2777 0.0241
H 2.1596 6.3129 3.8445 -0.5763 0.7462 -0.1833
H 2.2731 9.7050 7.4714 -0.2070 0.3185 0.0278
H 3.1999 10.9910 6.6766 -0.0163 -0.0079 -0.0236
H 3.8469 10.1119 8.0708 0.6597 -0.5747 -0.5335
```
Forces are in eV/Å.

LUMO	0.2656	eV
SMILES	COC(=O)OC.COC(=O)OC.COC(=O)OC.COC(=O)OC.COC(=O)OC.COC(=O)OC.COC(=O)OC.COC(=O)OC
Kohn-Sham gap	10.90	eV

In elementary charge units, the Löwdin charges are: atom 1 (C): -0.04, atom 2 (O): -0.01, atom 3 (C): -0.51, atom 4 (O): 0.06, atom 5 (O): -0.01, atom 6 (C): -0.08, atom 7 (H): 0.09, atom 8 (H): 0.09, atom 9 (H): 0.10, atom 10 (H): 0.10, atom 11 (H): 0.09, atom 12 (H): 0.11, atom 13 (C): -0.06, atom 14 (O): -0.01, atom 15 (C): -0.57, atom 16 (O): 0.13, atom 17 (O): 0.02, atom 18 (C): -0.04, atom 19 (H): 0.09, atom 20 (H): 0.09, atom 21 (H): 0.09, atom 22 (H): 0.09, atom 23 (H): 0.09, atom 24 (H): 0.09, atom 25 (C): 0.00, atom 26 (O): -0.01, atom 27 (C): -0.51, atom 28 (O): 0.05, atom 29 (O): -0.04, atom 30 (C): -0.03, atom 31 (H): 0.09, atom 32 (H): 0.10, atom 33 (H): 0.09, atom 34 (H): 0.09, atom 35 (H): 0.09, atom 36 (H): 0.09, atom 37 (C): -0.03, atom 38 (O): -0.02, atom 39 (C): -0.46, atom 40 (O): 0.11, atom 41 (O): -0.05, atom 42 (C): -0.11, atom 43 (H): 0.09, atom 44 (H): 0.09, atom 45 (H): 0.10, atom 46 (H): 0.09, atom 47 (H): 0.09, atom 48 (H): 0.09, atom 49 (C): -0.02, atom 50 (O): 0.01, atom 51 (C): -0.56, atom 52 (O): 0.10, atom 53 (O): -0.03, atom 54 (C): -0.05, atom 55 (H): 0.09, atom 56 (H): 0.09, atom 57 (H): 0.10, atom 58 (H): 0.09, atom 59 (H): 0.09, atom 60 (H): 0.10, atom 61 (C): -0.02, atom 62 (O): 0.01, atom 63 (C): -0.57, atom 64 (O): 0.09, atom 65 (O): 0.00, atom 66 (C): -0.07, atom 67 (H): 0.10, atom 68 (H): 0.10, atom 69 (H): 0.09, atom 70 (H): 0.09, atom 71 (H): 0.10, atom 72 (H): 0.09, atom 73 (C): -0.03, atom 74 (O): -0.01, atom 75 (C): -0.57, atom 76 (O): 0.07, atom 77 (O): 0.01, atom 78 (C): -0.04, atom 79 (H): 0.09, atom 80 (H): 0.09, atom 81 (H): 0.09, atom 82 (H): 0.10, atom 83 (H): 0.09, atom 84 (H): 0.10, atom 85 (C): -0.03, atom 86 (O): -0.02, atom 87 (C): -0.59, atom 88 (O): 0.11, atom 89 (O): 0.01, atom 90 (C): -0.05, atom 91 (H): 0.09, atom 92 (H): 0.10, atom 93 (H): 0.09, atom 94 (H): 0.10, atom 95 (H): 0.10, atom 96 (H): 0.10

---

Which energy above the lowest of the compared OMol25 structures with the same formula, charge and spin belongs to each record? In order, 0.00; 485.04 kJ/mol.